The following is a DFT calculation (ωB97M-V/def2-TZVPD) of a structure of composition C10H14MnN2P at a distorted geometry.

Results
Energy above the lowest of the compared OMol25 structures with the same formula, charge and spin ... 1.7714 eV
HOMO-LUMO gap (spin up / spin down) ... 0.232 / 0.198 hartree
E_LUMO (spin up / spin down) ... 0.14 / 0.15 eV
Largest force on an atom ... 2.2 eV/Å
Electronic energy ... -1991.14398 hartree

```
! RIJCOSX wB97M-V def2-TZVPD def2/J DEFGRID3
* xyz 0 5
Mn 0.552 -1.573 -0.717
P -0.462 -3.678 -0.993
N 1.002 1.535 4.445
N 0.369 -0.016 0.684
C 0.323 -0.278 3.060
C -1.053 -0.389 -2.894
C 0.353 -0.052 -2.611
C 0.686 1.935 2.058
C 0.151 -0.791 1.793
C 0.512 1.336 0.816
C 0.390 1.455 -2.605
C 0.638 1.095 3.203
C -1.768 0.836 -3.013
C -0.899 1.971 -2.750
H 0.952 2.998 2.133
H 1.275 2.050 -2.381
H -0.132 -1.822 1.545
H 0.595 -4.529 -1.536
H -2.781 1.016 -3.343
H -1.597 -4.050 -1.783
H -1.392 -1.427 -3.143
H -1.201 3.012 -2.894
H 0.488 1.910 -0.113
H 0.967 0.881 5.232
H 1.246 2.502 4.624
H -0.721 -4.326 0.297
H 0.326 -0.946 3.931
H 1.181 -0.656 -3.046
*
```



The following is a DFT calculation (ωB97M-V/def2-TZVPD) of a structure of composition C5H13N3O2 at a distorted geometry.

Results
Energy above the lowest of the compared OMol25 structures with the same formula, charge and spin ... 2.9641 eV
HOMO-LUMO gap ... 0.323 hartree
E_LUMO ... 0.64 eV
Largest force on an atom ... 3.3 eV/Å
Electronic energy ... -512.98637 hartree

```
! RIJCOSX wB97M-V def2-TZVPD def2/J DEFGRID3
* xyz 0 1
O -2.389 -0.243 -0.487
O 0.302 -1.706 -1.277
N 1.264 1.681 -0.282
N 1.544 -1.735 0.883
N -0.390 0.360 -2.129
C 1.557 -0.452 0.875
C 0.086 -0.407 -1.031
C -1.287 0.665 1.452
C -1.210 -0.323 0.304
C 1.365 0.241 -0.440
H 1.578 -2.197 1.785
H -1.386 0.144 2.407
H -2.150 1.336 1.379
H -1.300 0.765 -1.928
H -3.143 -0.058 0.084
H 2.189 -0.060 -1.116
H 0.745 2.056 -1.069
H -0.506 -0.255 -2.927
H 1.650 0.168 1.766
H 0.911 -2.091 -0.286
H 2.183 2.107 -0.280
H -1.148 -1.349 0.696
H -0.463 1.354 1.618
*
```



The following is a DFT calculation (ωB97M-V/def2-TZVPD) of a structure of composition C5H12N2 at a distorted geometry.

Results
Energy above the lowest of the compared OMol25 structures with the same formula, charge and spin ... 5.6774 eV
HOMO-LUMO gap ... 0.241 hartree
E_LUMO ... 0.55 eV
Largest force on an atom ... 3.7 eV/Å
Electronic energy ... -307.02070 hartree

```
! RIJCOSX wB97M-V def2-TZVPD def2/J DEFGRID3
* xyz 0 1
N -0.393 -0.595 1.501
N -0.877 0.365 -0.891
C -1.476 -0.254 -1.983
C 1.273 0.534 2.869
C 0.485 0.322 1.611
C -1.154 -1.474 -2.420
C 0.941 0.765 -1.006
H 0.982 1.485 3.324
H 0.923 0.688 -2.093
H 1.543 -0.020 -0.565
H -1.655 -1.905 -3.273
H -0.476 -1.285 2.268
H 2.335 0.632 2.627
H -0.887 -0.267 0.124
H -2.197 0.358 -2.515
H -1.273 1.261 -0.643
H 1.147 -0.275 3.607
H 1.174 1.746 -0.624
H -0.412 -2.080 -1.919
*
```



The following is a DFT calculation (ωB97M-V/def2-TZVPD) of a cluster of 2 separate species, C4H10N3O in total at a distorted geometry.

Results
Energy above the lowest of the compared OMol25 structures with the same formula, charge and spin ... 4.4233 eV
HOMO-LUMO gap ... 0.338 hartree
E_LUMO ... -4.47 eV
Largest force on an atom ... 3.2 eV/Å
Electronic energy ... -397.51671 hartree

```
! RIJCOSX wB97M-V def2-TZVPD def2/J DEFGRID3
* xyz 1 1
O 1.082 1.179 -0.110
N -2.572 0.326 -0.566
N 0.165 0.238 -0.445
N -1.697 0.864 -1.012
C 0.526 2.441 0.204
C 0.522 -0.952 -0.698
C -3.291 -0.541 0.206
C 1.904 -1.467 -0.634
H -0.175 2.372 1.040
H -2.673 -1.032 0.964
H -4.114 0.008 0.677
H 2.390 -1.288 -1.595
H -0.272 -1.625 -0.994
H 2.478 -0.936 0.124
H 0.037 2.882 -0.666
H 1.377 3.050 0.493
H -3.749 -1.290 -0.449
H 1.913 -2.537 -0.444
*
```



The following is a DFT calculation (ωB97M-V/def2-TZVPD) of a cluster of 2 separate species, C2H9NS in total at a distorted geometry.

Results
Energy above the lowest of the compared OMol25 structures with the same formula, charge and spin ... 0.6322 eV
HOMO-LUMO gap ... 0.356 hartree
E_LUMO ... 1.05 eV
Largest force on an atom ... 2.6 eV/Å
Electronic energy ... -534.50645 hartree
SMILES ... CSC.N

```
! RIJCOSX wB97M-V def2-TZVPD def2/J DEFGRID3
* xyz 0 1
S 1.768 3.420 0.846
N -3.035 -5.462 -0.483
C 1.408 3.102 -0.903
C 1.193 1.668 1.237
H 0.379 2.743 -1.016
H 1.374 4.106 -1.337
H 2.125 2.552 -1.493
H 0.292 1.738 1.876
H -2.451 -5.020 -1.172
H 1.878 1.231 1.952
H -2.595 -6.266 -0.073
H 1.100 0.998 0.399
H -3.436 -4.810 0.168
*
```



The following is a DFT calculation (ωB97M-V/def2-TZVPD) of the ion C8H14N2 with charge +2 at a distorted geometry.

Results
Energy above the lowest of the compared OMol25 structures with the same formula, charge and spin ... 3.7624 eV
HOMO-LUMO gap (spin up / spin down) ... 0.257 / 0.290 hartree
E_LUMO (spin up / spin down) ... -9.46 / -8.91 eV
Largest force on an atom ... 5.0 eV/Å
Electronic energy ... -421.85637 hartree

```
! RIJCOSX wB97M-V def2-TZVPD def2/J DEFGRID3
* xyz 2 1
N -2.750 0.296 0.228
N 1.269 -1.501 0.182
C 2.162 1.403 -0.686
C -0.113 0.453 0.674
C -1.449 0.861 -0.150
C 2.548 1.164 0.698
C 2.109 -2.297 -0.256
C -2.816 -1.105 -0.162
C 0.280 -0.900 0.429
C 1.140 1.146 0.293
H 2.503 0.698 -1.392
H -2.983 0.496 1.270
H 3.297 0.408 0.835
H -3.809 -1.563 0.024
H 2.831 2.058 1.434
H -1.250 0.600 -1.270
H 2.939 -2.802 0.231
H -2.161 -1.782 0.373
H -3.429 0.691 -0.430
H 2.191 -2.123 -1.369
H -1.509 2.034 -0.190
H 1.948 2.275 -1.253
H -2.542 -1.191 -1.232
H -0.404 0.680 1.716
*
```